Density functional theory data (the ωB97M-V functional and the def2-TZVPD basis) for a 10-piece molecular cluster, C19H25Cl21O6 overall.

Structure (ORCA input):
```
! wB97M-V def2-TZVPD RIJCOSX def2/J DEFGRID3
* xyz 0 1
Cl 6.421 7.609 17.835
C 7.650 8.365 16.894
Cl 9.281 8.009 17.557
Cl 7.425 10.122 16.724
H 7.495 7.998 15.838
Cl 7.624 13.228 10.854
C 7.091 11.678 11.515
Cl 5.869 10.943 10.539
Cl 6.340 11.748 13.166
H 7.976 11.153 11.632
Cl 13.656 14.667 12.322
C 14.727 13.275 12.475
Cl 16.326 13.580 11.653
Cl 14.076 11.764 11.911
H 14.952 13.167 13.503
Cl 12.016 6.264 11.743
C 10.776 6.941 12.791
Cl 10.648 6.043 14.341
Cl 9.274 6.717 11.981
H 10.992 7.995 12.936
Cl 7.564 17.747 19.467
C 8.084 16.365 18.517
Cl 9.703 16.725 17.941
Cl 7.018 15.954 17.166
H 8.160 15.393 19.049
Cl 9.724 9.913 9.874
C 10.712 8.931 8.776
Cl 12.378 9.612 8.645
Cl 9.916 8.665 7.274
H 10.779 7.993 9.280
Cl 13.290 12.381 18.999
C 11.792 11.884 19.768
Cl 11.652 12.220 21.466
Cl 11.507 10.097 19.524
H 10.964 12.393 19.265
O 14.720 11.928 15.600
C 14.172 10.882 15.832
C 14.706 9.584 16.346
C 13.624 8.533 16.091
C 12.427 9.436 16.080
O 12.840 10.701 15.537
H 15.651 9.246 15.878
H 14.955 9.724 17.407
H 13.822 7.995 15.160
H 13.589 7.790 16.851
H 11.613 8.955 15.556
H 12.085 9.636 17.134
O 8.215 13.295 18.890
C 7.592 12.787 19.792
C 7.892 11.491 20.531
C 6.987 11.542 21.697
C 5.811 12.568 21.324
O 6.337 13.279 20.212
H 7.908 10.734 19.802
H 8.930 11.638 20.695
H 6.632 10.598 22.048
H 7.588 11.960 22.534
H 4.922 11.990 21.138
H 5.606 13.377 22.039
O 10.263 10.033 13.522
C 10.223 11.183 13.872
C 10.547 12.455 13.076
C 10.034 13.583 13.949
C 10.011 12.941 15.353
O 9.945 11.538 15.097
H 11.674 12.557 12.975
H 10.127 12.438 12.082
H 10.702 14.501 13.870
H 9.030 13.827 13.612
H 11.025 13.174 15.868
H 9.176 13.229 16.109
*
```

The total energy is -295363.9940 eV. Its structure (SMILES) is ClC(Cl)Cl.ClC(Cl)Cl.ClC(Cl)Cl.ClC(Cl)Cl.ClC(Cl)Cl.ClC(Cl)Cl.ClC(Cl)Cl.O=C1CCCO1.O=C1CCCO1.O=C1CCCO1. For the relative energy (zero: lowest compared OMol25 entry of this formula, charge and spin), the calculation gives 0.2749 eV. For the gap between HOMO and LUMO, the calculation gives 10.625 eV. Its highest occupied orbital energy is -10.5 eV.

=====

Density functional theory data (the ωB97M-V functional and the def2-TZVPD basis) for a 2-piece molecular cluster, C3H11NOS overall.

Structure (ORCA input):
```
! wB97M-V def2-TZVPD RIJCOSX def2/J DEFGRID3
* xyz 0 1
C 0.123 -2.384 4.146
S 0.530 -0.628 4.034
C -1.090 0.149 3.770
H 0.890 -2.944 3.628
H -0.816 -2.625 3.637
H 0.079 -2.692 5.192
H -1.403 0.653 4.680
H -0.995 0.881 2.969
H -1.831 -0.611 3.521
N -0.469 1.427 -4.831
C 0.614 1.243 -3.877
O 1.916 1.502 -4.399
H -0.337 2.313 -5.310
H -0.403 0.712 -5.548
H 0.504 1.989 -3.106
H 0.517 0.228 -3.511
H 2.170 0.786 -4.993
*
```

The total energy is -17661.6479 eV. Its structure (SMILES) is CSC.NCO. For the relative energy (zero: lowest compared OMol25 entry of this formula, charge and spin), the calculation gives 0.7735 eV. For the gap between HOMO and LUMO, the calculation gives 9.328 eV. Its highest occupied orbital energy is -8.4 eV.

=====

Density functional theory data (the ωB97M-V functional and the def2-TZVPD basis) for C12H23N9O3S as an isolated structure.

Structure (ORCA input):
```
! wB97M-V def2-TZVPD RIJCOSX def2/J DEFGRID3
* xyz 0 1
C -3.049 1.952 0.555
C -3.532 0.755 -0.232
O -3.212 -0.484 0.440
C -2.124 -1.114 -0.061
C -0.906 -1.026 0.516
C 0.253 -1.710 0.000
C 1.568 -1.496 0.704
C 2.531 -0.533 -0.029
N 2.005 0.824 -0.093
N 3.820 -0.451 0.674
N 2.822 -1.046 -1.354
C 0.149 -2.499 -1.103
C -1.114 -2.622 -1.733
N -1.398 -3.344 -2.822
S -2.954 -3.136 -3.117
N -3.372 -2.140 -1.931
C -2.260 -1.931 -1.221
H -3.072 2.829 -0.091
H -3.656 2.131 1.442
H -2.018 1.807 0.884
H -3.078 0.758 -1.224
H -4.612 0.760 -0.358
H -0.797 -0.427 1.412
H 2.064 -2.444 0.912
H 1.357 -1.027 1.669
H 1.151 0.865 -0.634
H 1.833 1.219 0.823
H 3.993 -1.351 1.109
H 3.724 0.242 1.407
H 3.635 -0.550 -1.695
H 2.047 -0.877 -1.984
H 1.005 -3.027 -1.501
C -5.551 3.424 -2.418
O -4.405 3.036 -2.276
N -6.049 4.500 -1.735
N -6.428 2.811 -3.269
H -6.988 4.833 -1.836
H -5.428 4.969 -1.104
H -6.091 2.017 -3.779
H -7.375 3.111 -3.399
C 6.529 -1.074 3.845
O 5.558 -0.780 4.520
N 7.656 -1.632 4.386
N 6.562 -0.873 2.493
H 8.463 -1.881 3.848
H 7.657 -1.791 5.376
H 5.746 -0.469 2.075
H 7.342 -1.109 1.910
*
```

The total energy is -43207.7912 eV. For the gap between HOMO and LUMO, the calculation gives 8.288 eV. Its highest occupied orbital energy is -8.5 eV.

=====

Let's list LUMO in order: 0.174; 0.905; -0.236 eV.
Let's list maximum force in order: 2.68; 1.10; 0.58 eV/Å.